Below is 2 unconnected molecules or ions with the total composition BrCl4HSi2, with properties calculated with the ωB97M-V functional and the def2-TZVPD basis.

Output
E (eV): -135907.8142
LUMO (eV): -1.476
Relative energy (zero: lowest compared OMol25 entry of this formula, charge and spin) (kJ/mol): 176.9
Orbital gap (eV): 8.0

Cartesian coordinates (Å):
Si1 0.679 -0.918 -0.540
Si2 0.034 0.727 0.911
Cl1 -0.765 -2.270 -0.484
Cl2 0.556 -0.301 -2.481
Cl3 -2.623 0.329 -0.282
Cl4 -0.371 0.681 2.843
Br1 0.433 2.841 0.438
H1 2.056 -1.089 -0.406

=====

Below is a molecular structure, C42H47Cl2FeN5, with properties calculated with the ωB97M-V functional and the def2-TZVPD basis.

Output
E (eV): -111202.1461
LUMO (alpha / beta) (eV): 4.284 / 4.284
Expectation value of S²: 6.024
Relative energy (zero: lowest compared OMol25 entry of this formula, charge and spin) (kJ/mol): 9.0
Net charge: -2
2S+1: 5
Orbital gap (alpha / beta) (eV): 3.9 / 4.0

Cartesian coordinates (Å):
Fe1 0.479 -0.153 0.179
C1 -3.042 -3.914 4.463
C2 -1.672 -4.346 3.932
C3 -0.841 -3.195 3.452
C4 0.059 -2.438 4.190
C5 0.478 -2.632 5.614
C6 1.823 -3.353 5.755
C7 0.547 -1.442 3.302
N1 -0.005 -1.559 2.079
C8 -0.857 -2.641 2.151
C9 -1.579 -3.146 1.043
C10 -1.378 -2.767 -0.246
C11 -2.110 -3.213 -1.417
C12 -3.118 -4.319 -1.427
C13 -2.478 -5.685 -1.685
C14 -1.637 -2.523 -2.490
C15 -0.569 -1.636 -1.972
C16 -0.052 0.343 -3.321
C17 0.287 1.598 -2.531
N2 0.647 1.533 -1.219
C18 1.057 2.796 -0.882
C19 1.694 3.113 0.364
C20 1.920 2.307 1.426
N3 1.461 1.001 1.633
C21 1.843 0.664 2.921
C22 1.476 -0.414 3.664
C23 2.663 1.745 3.492
C24 2.691 2.742 2.595
C25 3.324 4.091 2.745
C26 2.326 5.159 3.203
C27 3.317 1.698 4.837
C28 4.573 0.821 4.847
C29 0.928 3.666 -1.968
C30 0.424 2.890 -3.033
C31 0.220 3.353 -4.444
C32 1.486 3.239 -5.299
C33 1.248 5.129 -1.988
C34 0.143 5.998 -1.381
N4 -0.440 -1.833 -0.643
C35 -1.979 -2.780 -3.927
C36 -0.745 -3.127 -4.764
H1 -3.638 -4.766 4.807
H2 -3.599 -3.394 3.681
H3 -2.924 -3.216 5.294
H4 -1.815 -5.067 3.121
H5 -1.139 -4.887 4.723
H6 -0.289 -3.200 6.153
H7 0.543 -1.661 6.119
H8 1.768 -4.347 5.304
H9 2.125 -3.463 6.802
H10 2.602 -2.800 5.226
H11 -2.341 -3.895 1.237
H12 -3.876 -4.123 -2.191
H13 -3.648 -4.342 -0.471
H14 -1.983 -5.696 -2.658
H15 -3.218 -6.490 -1.665
H16 -1.719 -5.891 -0.927
H17 0.598 0.357 -4.200
H18 2.111 4.113 0.430
H19 1.877 -0.462 4.670
H20 3.767 4.397 1.793
H21 4.148 4.035 3.463
H22 1.490 5.224 2.505
H23 2.796 6.144 3.275
H24 1.915 4.899 4.181
H25 2.611 1.318 5.581
H26 3.574 2.713 5.155
H27 4.325 -0.188 4.516
H28 5.017 0.761 5.845
H29 5.321 1.220 4.160
H30 -0.113 4.398 -4.445
H31 -0.584 2.787 -4.925
H32 2.292 3.835 -4.863
H33 1.321 3.575 -6.328
H34 1.829 2.203 -5.332
H35 1.429 5.454 -3.020
H36 2.183 5.319 -1.448
H37 -0.793 5.856 -1.926
H38 0.397 7.064 -1.399
H39 -0.038 5.702 -0.345
H40 -2.481 -1.922 -4.381
H41 -2.698 -3.605 -3.978
H42 -0.003 -2.332 -4.692
H43 -1.003 -3.271 -5.818
H44 -0.277 -4.042 -4.392
Cl1 -0.452 0.172 -6.423
C37 -1.743 0.380 -5.247
C38 -3.017 0.459 -5.788
C39 -4.104 0.589 -4.948
C40 -3.899 0.646 -3.578
C41 -2.613 0.575 -3.069
Cl2 -2.474 0.651 -1.343
C42 -1.475 0.428 -3.876
N5 0.278 -0.785 -2.506
H45 -3.141 0.408 -6.862
H46 -5.107 0.646 -5.353
H47 -4.727 0.744 -2.890